79
Properties=species:S:1:pos:R:3:forces:R:3 method="wB97M-V/def2-TZVPD" multiplicity=2 homo_ev="-6.804 / -8.373" total_charge=0
Pt 2.075664 0.923943 0.289159 -0.15 0.14 0.02
O 4.418531 1.671103 2.069273 -0.02 -0.04 0.01
N 3.824769 0.603386 1.442335 0.05 0.03 0.06
C 4.457188 -0.475486 1.676042 0.02 0.04 0.00
C 4.193613 -1.811756 1.134790 -0.01 -0.04 0.01
C 5.212415 -2.732566 1.400508 -0.03 0.00 -0.02
C 5.153943 -4.033122 0.936535 0.01 0.00 0.01
C 4.063043 -4.439070 0.186652 0.01 -0.03 -0.01
C 3.040911 -3.542509 -0.075534 0.00 0.05 0.01
C 3.075700 -2.230942 0.396338 0.00 -0.04 -0.01
P 1.610298 -1.181746 0.091345 0.07 -0.08 0.03
C 0.408390 -1.747313 1.323574 0.00 0.04 0.03
C -0.002725 -0.851255 2.309476 -0.01 -0.02 -0.02
C -0.899063 -1.254841 3.288592 0.00 0.01 -0.01
C -1.389663 -2.550341 3.288865 0.00 0.00 0.01
C -0.970469 -3.453999 2.320075 0.00 -0.01 -0.01
C -0.069623 -3.058367 1.345688 -0.01 0.01 0.01
C 1.088230 -1.738025 -1.552366 -0.02 0.03 -0.02
C 2.013757 -1.593143 -2.586177 -0.01 0.00 -0.01
C 1.701488 -2.019718 -3.865890 0.00 0.01 0.01
C 0.457379 -2.581564 -4.126120 -0.01 0.00 0.00
C -0.475013 -2.700848 -3.107444 0.01 0.00 0.00
C -0.162688 -2.278252 -1.821622 0.01 -0.01 -0.01
H 3.804809 2.428539 2.014159 0.00 0.01 -0.01
H 5.323333 -0.387190 2.325853 0.00 0.02 0.00
H 6.070391 -2.410289 1.976862 0.00 0.01 0.00
H 5.959929 -4.720814 1.154116 0.00 0.00 0.00
H 4.004753 -5.449240 -0.196328 0.00 0.00 0.00
H 2.201644 -3.867345 -0.676543 -0.01 -0.01 0.00
H 0.364197 0.168204 2.300878 0.00 0.00 0.00
H -1.222442 -0.546616 4.039745 0.00 0.01 0.00
H -2.098792 -2.860233 4.045606 0.00 0.00 0.00
H -1.344592 -4.469488 2.324668 0.00 0.00 0.00
H 0.256536 -3.776887 0.604768 0.00 0.00 -0.02
H 2.980624 -1.144832 -2.386558 0.00 0.00 0.00
H 2.425619 -1.907620 -4.662068 0.00 0.00 0.00
H 0.212102 -2.913223 -5.126522 0.00 0.00 0.00
H -1.451456 -3.121222 -3.309953 0.00 0.00 0.00
H -0.896437 -2.370040 -1.033242 -0.01 0.00 0.03
C -0.828811 0.930318 -3.441403 0.05 0.01 0.00
C -0.149456 2.222968 -3.015328 -0.19 0.16 0.19
C 0.762860 2.731996 -4.117283 0.01 0.01 -0.01
C -1.158723 3.288347 -2.608502 0.01 -0.01 0.03
O 0.773008 1.995057 -1.909827 0.26 -0.23 -0.34
H -1.403554 1.110955 -4.351730 0.01 0.01 0.01
H -1.510952 0.556828 -2.679243 -0.01 -0.01 0.02
H -0.080742 0.165277 -3.650916 0.00 -0.02 0.00
H 0.177218 2.987139 -5.001183 0.00 0.00 0.00
H 1.492109 1.966664 -4.386582 0.00 0.00 0.00
H 1.298494 3.619724 -3.781537 0.00 0.00 0.00
H -1.789503 3.551977 -3.459389 0.01 -0.01 -0.01
H -0.639741 4.182190 -2.262067 0.00 0.00 0.00
H -1.801895 2.930519 -1.804253 -0.01 0.00 0.01
C -6.557527 1.858579 1.351245 0.01 0.03 0.02
C -6.780363 1.087543 2.623637 -0.03 -0.10 -0.07
O -7.836759 1.012787 3.189105 0.01 0.05 0.03
S -5.395045 0.198057 3.343108 0.02 0.01 0.01
C -4.059906 0.489063 2.216114 0.00 0.02 0.02
C -3.239599 1.613045 2.360556 0.01 0.00 0.01
C -2.183273 1.829784 1.504757 -0.01 -0.01 0.01
C -1.885966 0.894899 0.476350 0.07 -0.09 -0.02
C -2.738890 -0.230895 0.336125 -0.01 0.01 0.02
C -3.796707 -0.426960 1.193411 -0.01 -0.01 -0.01
C -0.771685 1.065607 -0.322086 -0.07 0.18 -0.04
C 0.408562 1.357467 -0.775850 0.02 -0.13 0.05
H -7.511707 2.271558 1.034147 0.00 0.00 0.00
H -6.143921 1.213203 0.576518 -0.01 0.00 0.00
H -5.838336 2.660762 1.518475 0.00 0.00 0.00
H -3.440437 2.315957 3.159857 0.00 0.00 0.00
H -1.540745 2.692642 1.620733 0.00 0.00 0.00
H -2.538318 -0.943309 -0.453391 0.00 0.00 -0.01
H -4.432990 -1.296862 1.085948 0.00 0.00 0.00
F 1.042353 2.793403 2.252978 0.01 0.01 0.00
P 1.632566 4.134403 1.554269 -0.04 0.00 -0.02
F 2.318846 5.335851 0.781053 0.00 0.00 0.00
F 0.393025 4.147495 0.552152 0.00 0.00 0.00
F 2.453356 3.067996 0.437991 -0.01 -0.01 0.00
F 2.960353 3.971553 2.482118 0.01 0.00 0.02
F 0.926483 5.071161 2.610362 0.00 0.00 0.00

---

12
Properties=species:S:1:pos:R:3:forces:R:3 method="wB97M-V/def2-TZVPD" homo_ev=-9.174 total_charge=0
C -2.121653 -0.584846 -0.076309 -0.89 -4.07 2.13
C 0.270691 0.277070 -0.100296 1.49 -2.96 2.28
H -2.350391 0.198145 0.640076 0.51 -0.36 0.47
H -2.723887 -1.594719 0.202965 0.53 2.69 -1.36
H -2.145090 -0.124771 -1.011735 -1.01 0.10 -1.71
H 0.224919 2.138625 -0.114959 -1.53 -1.46 -0.06
H 2.050563 1.267575 -0.439556 -1.69 -2.46 4.07
H 3.346866 -1.045384 0.945706 -0.35 -0.10 -0.98
N -0.431442 1.281557 -0.207489 0.68 3.79 -0.81
N 1.618851 0.315331 0.459819 1.11 5.01 -5.45
S -0.464508 -1.364270 -0.041118 -0.02 1.80 0.24
S 2.725077 -0.764312 -0.257108 1.18 -2.00 1.18

---

118
Properties=species:S:1:pos:R:3:forces:R:3 method="wB97M-V/def2-TZVPD" homo_ev=-8.844 total_charge=0
C -4.770074 15.858652 -16.491616 0.40 0.21 0.35
C -3.951632 16.740873 -15.531217 0.38 -1.99 0.89
C -2.467937 16.352823 -15.398104 0.45 0.37 -1.72
O -1.807248 17.613188 -15.610427 0.11 0.25 0.12
C -2.671837 18.511498 -16.170533 0.41 -0.81 0.75
O -2.351489 19.524863 -16.687981 -0.07 0.24 -0.03
O -3.937002 18.068459 -16.004323 -0.19 0.51 -0.26
H -5.803096 15.731560 -16.170645 -0.14 0.45 -0.25
H -4.422457 14.833312 -16.629869 0.44 0.11 0.32
H -4.634200 16.353189 -17.452424 -0.56 -0.18 -0.21
H -4.256725 16.687924 -14.483286 -0.94 0.47 -0.22
H -2.105880 15.715914 -16.210591 -0.29 -0.17 -0.01
H -2.177904 15.863224 -14.472832 -0.09 0.47 0.27
C -10.874733 17.719777 -22.727837 1.03 -0.28 0.48
C -11.379267 18.213585 -24.054587 -1.86 -0.24 1.18
C -11.292248 17.278815 -25.211405 0.46 -0.60 -1.23
O -12.462700 17.562706 -25.965671 0.22 -0.17 -1.00
C -13.388809 18.054186 -25.160456 -0.66 1.22 1.48
O -14.523684 18.274779 -25.425885 -0.13 -0.31 -0.33
O -12.848623 18.357305 -23.933673 0.75 -0.39 -0.82
H -9.826951 18.009938 -22.613479 -0.16 0.28 0.38
H -10.816366 16.641990 -22.548715 -0.36 -0.16 -0.78
H -11.496569 18.053021 -21.898169 0.19 0.60 -0.10
H -11.017375 19.210927 -24.309869 0.21 -0.07 0.06
H -11.359250 16.203405 -25.014677 0.37 0.19 0.61
H -10.429282 17.474948 -25.851687 -0.05 -0.08 0.06
C -7.254877 17.318193 -24.223573 -0.36 -0.80 -1.23
C -5.988472 17.153677 -25.080002 -0.82 0.80 -0.59
C -5.909135 18.127534 -26.293122 -1.24 -0.21 1.00
O -4.937357 19.083755 -25.907955 -0.34 -0.30 -0.45
C -4.149987 18.483372 -24.988492 1.13 0.23 -0.88
O -3.005160 18.760391 -24.848544 -0.11 0.15 0.75
O -4.802127 17.487979 -24.384476 0.06 -0.85 0.80
H -8.052927 16.733963 -24.705330 0.24 -0.35 -0.07
H -7.721932 18.301302 -24.300046 0.67 0.38 0.78
H -7.135537 16.864528 -23.242977 -0.03 0.63 0.30
H -5.956360 16.139070 -25.478101 0.41 -0.17 0.42
H -6.879867 18.619736 -26.349006 0.13 0.12 -0.63
H -5.645626 17.577892 -27.194297 0.15 0.38 -0.20
C -5.637269 13.043461 -23.803053 -0.15 -0.95 -0.46
C -6.385487 13.878177 -22.779833 1.80 0.53 -0.21
C -7.317738 13.217717 -21.757284 -0.43 -1.20 -1.22
O -6.706674 13.425452 -20.504315 -1.11 0.13 -0.23
C -5.628355 14.224185 -20.645877 0.94 -0.84 0.78
O -5.004687 14.570241 -19.695483 0.14 0.60 -0.18
O -5.289041 14.349394 -21.929428 -0.88 0.81 0.03
H -4.764482 13.486234 -24.287575 -0.27 0.91 0.39
H -6.264131 12.749395 -24.649619 -0.19 -0.35 0.31
H -5.172552 12.186719 -23.307835 -0.50 -0.28 -0.05
H -6.837894 14.744325 -23.264261 -0.06 0.02 0.22
H -7.457543 12.149145 -21.956810 0.61 -0.13 0.20
H -8.349337 13.560107 -21.818437 0.20 0.74 0.30
C -6.591089 19.833058 -21.867900 0.43 -0.07 0.54
C -7.978162 20.413417 -21.745471 -0.56 -0.46 -0.10
C -8.694461 20.186981 -20.421300 -0.01 -0.81 1.77
O -8.998064 21.467593 -19.892646 -0.64 1.10 -1.02
C -8.656469 22.430703 -20.806241 1.55 -1.64 0.54
O -8.715895 23.589213 -20.620714 -0.59 0.75 -0.20
O -8.005311 21.832386 -21.854839 -0.30 0.68 -0.13
H -6.035675 20.155743 -22.747846 -0.23 0.27 -0.05
H -6.617149 18.744088 -21.903064 -0.30 0.00 0.08
H -6.010320 20.082195 -20.977232 0.09 0.15 -0.09
H -8.633058 19.993855 -22.515880 0.16 0.21 -0.26
H -8.133355 19.754943 -19.584005 0.50 -0.47 -0.70
H -9.600236 19.580307 -20.498068 -0.04 0.21 -0.27
C -11.591232 11.855451 -21.953970 -1.73 0.49 1.42
C -12.945056 11.946290 -21.190164 0.00 -1.29 -0.82
C -13.340075 10.523606 -20.760538 -1.48 1.00 1.30
O -12.861425 10.480915 -19.408200 0.67 -1.01 0.01
C -12.599848 11.700666 -18.960054 -0.12 0.99 -0.63
O -12.262652 11.987416 -17.861931 0.19 0.02 0.39
O -12.784474 12.631107 -19.965458 0.35 -0.54 0.84
H -11.146913 12.846348 -21.909139 0.24 -0.08 -0.65
H -11.792965 11.415081 -22.925205 0.47 0.21 -0.20
H -11.035902 11.180249 -21.299700 0.49 -0.03 -0.42
H -13.861092 12.336714 -21.633691 0.69 0.57 -0.77
H -13.014680 9.673205 -21.348792 0.33 0.10 0.06
H -14.425733 10.517329 -20.613983 0.01 -0.44 -0.54
C -8.104110 15.957901 -18.251306 -0.15 -0.53 1.02
S -9.259513 16.385118 -19.573125 0.34 0.48 0.47
O -8.449016 16.890081 -20.734584 -0.19 -0.61 -0.13
C -9.827124 14.688744 -19.936797 1.16 -0.86 0.35
H -7.242262 16.588734 -18.029339 -0.12 0.47 -1.05
H -7.744759 14.936717 -18.367873 0.03 0.02 0.01
H -8.646666 16.036682 -17.304545 -0.35 -0.47 -0.16
H -10.147942 14.689106 -20.974971 -0.37 0.06 0.12
H -10.495842 14.184516 -19.235418 -0.78 1.00 -0.03
H -8.992293 13.990770 -19.815041 0.43 0.43 -0.48
C -9.279030 20.438545 -14.828942 0.48 0.49 -1.39
S -10.683554 19.394977 -15.285233 1.36 -0.80 1.05
O -10.494174 18.223556 -14.334255 -0.70 0.56 -0.94
C -9.967959 18.841740 -16.867950 -0.71 -0.29 -0.45
H -9.578377 21.176023 -14.093055 0.18 -0.14 0.19
H -8.897726 20.915644 -15.737444 -0.56 0.60 0.08
H -8.394992 19.845836 -14.591517 -0.49 -0.43 0.74
H -9.421458 17.951825 -16.561425 0.35 0.15 -0.23
H -9.416231 19.585041 -17.440115 0.41 0.13 0.53
H -10.745677 18.554683 -17.580202 -0.27 -0.26 0.43
C -9.143095 10.307282 -16.560925 -0.10 -0.10 -0.55
S -7.584631 11.019751 -17.131453 0.24 -0.74 0.29
O -6.612909 9.902886 -16.844312 -0.34 0.75 -0.44
C -7.969083 10.899672 -18.897867 -0.65 -0.81 -0.25
H -9.186920 9.273032 -16.907771 0.38 -0.05 0.08
H -10.014633 10.789188 -17.008777 0.01 0.43 0.46
H -9.084348 10.322589 -15.477512 -0.32 0.11 0.04
H -7.025970 10.957789 -19.434165 -0.05 -0.02 -0.04
H -8.714600 11.580907 -19.315299 0.31 0.61 0.47
H -8.466979 9.932973 -19.020003 0.56 -0.27 -0.14
C -10.234616 12.869932 -14.074067 -0.37 0.04 -0.29
S -9.435167 14.342413 -14.820481 0.43 -0.38 0.32
O -8.279311 13.807164 -15.629364 -0.50 0.42 0.39
C -8.718762 15.039898 -13.276175 0.23 -0.50 0.13
H -11.270087 13.085211 -13.803430 0.15 0.37 0.24
H -9.706422 12.416206 -13.237461 0.23 0.23 -0.03
H -10.330087 12.139365 -14.873724 0.27 0.08 -0.19
H -8.618223 16.122312 -13.241556 -0.43 0.04 -0.45
H -7.711963 14.624525 -13.199031 -0.07 -0.22 -0.13
H -9.296380 14.688658 -12.422229 -0.11 0.15 -0.03

---

8
Properties=species:S:1:pos:R:3:forces:R:3 method="wB97M-V/def2-TZVPD" homo_ev=-9.655 total_charge=0
N 0.615559 1.223822 -0.148710 0.59 0.84 -0.22
N 0.320394 0.127327 0.008744 -0.91 -0.07 0.19
O 4.135726 1.000722 -2.711766 0.01 0.36 0.30
O 3.200133 -0.253424 -0.853377 0.21 0.47 0.15
O -1.065282 -0.339166 0.316624 -0.03 -1.15 0.13
S 3.736066 0.993470 -1.335058 -0.26 -0.96 -0.40
H 0.843764 -0.763505 -0.009117 0.00 0.05 -0.03
H -1.651558 0.427725 0.362499 0.39 0.44 -0.12

---

11
Properties=species:S:1:pos:R:3:forces:R:3 method="wB97M-V/def2-TZVPD" homo_ev=-9.091 total_charge=0 smiles="C=C=NNC"
C -1.619202 1.765537 -0.088924 0.20 -0.43 0.00
C -1.451150 0.470250 0.018950 0.81 -0.45 -0.18
N -1.051042 -0.707047 0.119221 -0.59 1.50 0.13
N 0.333421 -0.577105 0.609839 0.46 -0.43 -0.41
C 1.400177 -1.012482 -0.304248 0.28 0.20 0.50
H -1.578496 2.396693 0.797330 -0.63 -0.19 -0.23
H -1.571026 2.197713 -1.082661 0.04 0.07 0.19
H 0.328247 -1.225655 1.383692 0.04 -0.13 0.11
H 1.301940 -1.998861 -0.773873 -0.32 0.11 0.06
H 2.252472 -1.048009 0.384920 0.13 -0.12 -0.36
H 1.654654 -0.261036 -1.064245 -0.42 -0.14 0.20